Density functional theory data (ωB97M-V with the def2-TZVPD basis set) for C57H50ClN2O4P2SW as an isolated structure at a distorted geometry.

Each line ends with the Löwdin charge.
Element x y z (Å)
W  0.739  -0.767  0.177  0.880
O  -1.664  -1.594  2.177  -0.403
S  -1.334  -0.631  1.072  0.857
C  -1.979  1.006  1.685  -0.176
C  -3.387  1.068  1.895  -0.032
C  -4.038  2.214  2.335  0.002
C  -3.231  3.293  2.614  -0.157
C  -3.690  4.613  3.129  -0.097
C  -2.379  5.395  3.361  -0.097
C  -1.315  4.441  2.945  -0.159
C  0.040  4.659  3.029  -0.004
C  0.850  3.615  2.600  -0.075
C  0.336  2.395  2.069  -0.236
P  1.555  1.183  1.462  0.990
C  1.902  0.197  2.960  -0.278
C  1.951  -1.203  2.844  -0.185
C  2.247  -2.008  3.947  -0.077
C  2.497  -1.427  5.186  -0.040
C  2.452  -0.042  5.321  -0.062
C  2.160  0.764  4.216  -0.048
C  3.178  1.927  1.105  -0.424
C  4.344  1.146  1.221  -0.140
C  5.604  1.645  0.872  -0.063
C  5.728  2.941  0.389  -0.074
C  4.592  3.728  0.244  -0.068
C  3.333  3.217  0.582  -0.105
C  -1.118  2.148  2.047  -0.093
C  -1.849  3.240  2.498  -0.114
C  -2.598  -0.918  -0.226  -0.246
C  -3.664  -1.793  0.131  -0.054
C  -4.872  -1.811  -0.565  -0.004
C  -4.975  -0.911  -1.607  -0.156
C  -6.180  -0.638  -2.438  -0.096
C  -5.713  0.461  -3.425  -0.095
C  -4.272  0.651  -3.095  -0.158
C  -3.376  1.475  -3.739  0.005
C  -2.053  1.398  -3.297  -0.052
C  -1.643  0.577  -2.201  -0.205
P  0.225  0.272  -2.017  0.980
C  0.457  -0.481  -3.691  -0.286
C  0.261  -1.868  -3.810  -0.283
C  0.328  -2.503  -5.055  -0.082
C  0.597  -1.764  -6.204  -0.084
C  0.799  -0.392  -6.108  -0.107
C  0.725  0.243  -4.864  -0.081
C  0.900  1.977  -2.167  -0.402
C  0.191  3.097  -1.697  -0.097
C  0.688  4.394  -1.862  -0.085
C  1.924  4.593  -2.469  -0.090
C  2.675  3.495  -2.879  -0.073
C  2.177  2.198  -2.708  -0.183
C  -2.642  -0.159  -1.450  -0.127
C  -3.900  -0.140  -2.021  -0.115
H  -4.011  0.194  1.737  0.111
H  -5.112  2.249  2.475  0.126
H  -4.249  4.492  4.063  0.130
H  -4.324  5.113  2.390  0.129
H  -2.262  5.669  4.414  0.130
H  -2.344  6.301  2.747  0.129
H  0.450  5.583  3.421  0.125
H  1.922  3.767  2.707  0.103
H  1.760  -1.685  1.887  -0.034
H  2.276  -3.088  3.835  0.116
H  2.722  -2.052  6.045  0.114
H  2.643  0.416  6.288  0.108
H  2.146  1.840  4.357  0.105
H  4.291  0.116  1.568  0.081
H  6.481  1.010  0.968  0.110
H  6.704  3.330  0.110  0.109
H  4.674  4.735  -0.157  0.109
H  2.466  3.847  0.401  0.096
H  -3.585  -2.407  1.028  0.116
H  -5.701  -2.441  -0.265  0.122
H  -7.009  -0.283  -1.815  0.127
H  -6.491  -1.543  -2.971  0.128
H  -6.264  1.393  -3.267  0.128
H  -5.836  0.139  -4.465  0.128
H  -3.667  2.097  -4.578  0.123
H  -1.320  1.970  -3.863  0.107
H  0.026  -2.469  -2.934  0.113
H  0.155  -3.573  -5.126  0.105
H  0.638  -2.255  -7.172  0.110
H  0.996  0.194  -7.002  0.099
H  0.848  1.321  -4.847  0.102
H  -0.768  2.982  -1.196  0.105
H  0.111  5.242  -1.503  0.107
H  2.315  5.599  -2.594  0.108
H  3.659  3.640  -3.316  0.111
H  2.799  1.360  -3.017  0.077
C  -2.169  -6.909  1.035  -0.071
O  -0.756  -7.055  1.114  -0.060
C  -0.037  -5.890  1.058  -0.257
C  1.310  -6.011  1.350  0.011
C  2.119  -4.876  1.359  0.005
C  1.601  -3.586  1.083  -0.069
C  2.578  -2.414  1.239  -0.433
C  3.756  -2.630  2.167  -0.006
O  2.525  -1.332  0.656  -0.480
C  0.231  -3.431  0.717  -0.340
O  -0.350  -2.339  0.403  -0.448
C  -0.539  -4.627  0.730  0.099
H  -2.615  -7.894  1.207  0.099
H  -2.475  -6.578  0.038  0.096
H  -2.548  -6.236  1.813  0.102
H  1.730  -6.984  1.583  0.128
H  3.169  -5.021  1.589  0.119
H  3.456  -3.164  3.073  0.072
H  4.150  -1.658  2.480  0.106
H  4.548  -3.169  1.639  0.117
H  -1.589  -4.511  0.464  0.119
Cl  2.662  0.280  -0.755  0.561
N  1.543  -2.264  -2.838  0.008
N  1.176  -1.902  -1.499  -0.239
H  1.190  -3.184  -3.117  0.140
H  2.560  -2.298  -2.955  0.176
H  1.359  -2.663  -0.804  0.102
H  0.182  -1.582  -1.450  0.000
H  0.515  -1.486  1.752  0.080

Its net charge is +1. The value obtained for the HOMO energy is -9.0 eV. The LUMO energy is -2.9223 eV.


Density functional theory data (ωB97M-V with the def2-TZVPD basis set) for a 8-piece molecular cluster, C13H40BF3N14O13S overall at a distorted geometry.

Each line ends with the Löwdin charge.
Element x y z (Å)
C  8.244  2.016  1.173  -0.047
C  7.064  2.465  0.314  -0.201
O  6.607  3.791  0.716  0.092
B  5.241  3.796  0.726  -0.813
O  4.473  3.542  -0.398  0.170
O  4.635  4.063  1.995  -0.126
S  3.304  4.960  2.117  0.984
O  3.342  5.936  1.036  -0.370
O  2.271  3.761  1.593  -0.332
C  0.961  3.856  2.182  -0.212
C  -0.107  3.888  1.080  -0.152
O  -0.874  2.694  0.960  -0.117
C  -1.885  2.521  1.930  -0.088
C  -3.106  1.830  1.298  -0.506
F  -3.546  0.787  2.069  0.111
F  -4.177  2.677  1.173  0.108
F  -2.885  1.316  0.056  0.111
H  8.636  2.830  1.786  0.079
H  7.950  1.184  1.823  0.072
H  9.034  1.620  0.523  0.061
H  6.231  1.764  0.437  0.079
H  7.321  2.469  -0.748  0.099
H  4.146  2.621  -0.425  0.110
H  0.880  4.779  2.772  0.107
H  0.807  3.022  2.878  0.126
H  -0.775  4.747  1.245  0.129
H  0.410  4.066  0.133  0.142
H  -2.240  3.484  2.323  0.143
H  -1.543  1.902  2.774  0.141
C  -7.256  0.489  -1.037  -0.688
O  -8.470  0.522  -1.165  0.009
N  -6.592  1.467  -0.349  0.151
N  -6.488  -0.497  -1.568  0.171
H  -5.601  1.484  -0.207  0.056
H  -7.155  2.212  0.021  0.100
H  -6.957  -1.209  -2.113  0.079
H  -5.486  -0.546  -1.490  0.062
C  4.555  -0.805  0.369  -0.661
O  4.934  0.236  -0.139  0.030
N  3.570  -0.860  1.305  0.169
N  5.117  -2.003  0.028  0.153
H  3.278  -1.711  1.749  0.090
H  3.142  0.002  1.585  0.104
H  5.849  -1.984  -0.659  0.106
H  4.841  -2.879  0.429  0.092
C  -2.922  -2.397  -1.488  -0.661
O  -4.142  -2.352  -1.592  0.002
N  -2.200  -1.361  -0.977  0.172
N  -2.212  -3.492  -1.874  0.161
H  -1.202  -1.364  -0.877  0.101
H  -2.721  -0.555  -0.685  0.069
H  -2.728  -4.265  -2.257  0.108
H  -1.214  -3.555  -1.805  0.096
C  1.491  -2.241  5.281  -0.695
O  2.348  -1.514  4.816  0.018
N  1.595  -2.782  6.529  0.150
N  0.359  -2.578  4.591  0.145
H  0.903  -3.384  6.933  0.093
H  2.416  -2.553  7.060  0.106
H  0.254  -2.198  3.669  0.096
H  -0.358  -3.175  4.957  0.092
C  -5.981  -3.197  -5.263  -0.692
O  -6.005  -3.399  -6.465  0.007
N  -4.834  -2.825  -4.613  0.153
N  -7.088  -3.311  -4.475  0.159
H  -4.781  -2.688  -3.619  0.046
H  -4.013  -2.698  -5.176  0.097
H  -7.946  -3.575  -4.924  0.101
H  -7.099  -3.134  -3.486  0.050
C  9.785  1.611  -2.513  -0.682
O  8.582  1.566  -2.345  0.029
N  10.511  2.740  -2.262  0.155
N  10.505  0.538  -2.961  0.147
H  11.503  2.802  -2.390  0.092
H  10.007  3.543  -1.929  0.108
H  9.996  -0.304  -3.157  0.101
H  11.497  0.557  -3.105  0.090
C  -9.253  -3.595  -1.108  -0.662
O  -8.676  -2.996  -2.005  0.013
N  -9.519  -4.930  -1.188  0.151
N  -9.677  -2.971  0.024  0.165
H  -9.996  -5.442  -0.470  0.092
H  -9.219  -5.411  -2.016  0.104
H  -9.510  -1.980  0.098  0.105
H  -10.158  -3.443  0.767  0.093

Its net charge is 0. The value obtained for the HOMO energy is -9.0 eV. The LUMO energy is -0.3067 eV.


Density functional theory data (ωB97M-V with the def2-TZVPD basis set) for C4H5NO as an isolated structure at a distorted geometry.

Each line ends with the natural charge from an NBO analysis.
Element x y z (Å)
N  -1.229  1.106  0.210  -0.837
C  -1.298  -0.250  0.388  0.646
O  -2.331  -0.823  0.692  -0.617
C  -0.035  -0.982  0.219  -0.497
C  1.120  -0.355  -0.027  -0.048
C  2.099  0.175  -0.656  -0.428
H  -2.068  1.641  0.356  0.406
H  -0.384  1.574  -0.073  0.395
H  -0.027  -2.040  0.439  0.253
H  1.273  -0.707  -1.266  0.456
H  3.055  0.675  -0.408  0.272

Its net charge is 0. The value obtained for the HOMO energy is -8.8 eV. The LUMO energy is 0.5092 eV. The value obtained for the energy above the lowest of the compared OMol25 structures with the same formula, charge and spin is 96.0 kcal/mol.


> Which of these has the highest net charge?

C57H50ClN2O4P2SW